Entry 1:
ORCA calculation (ωB97M-V with the def2-TZVPD basis set) on a structure of composition C29H68CuF3N2O11S2.

The geometry in ORCA input format:
```
! RIJCOSX wB97M-V def2-TZVPD def2/J DEFGRID3
* xyz 1 2
Cu 8.072 37.181 21.089
S 9.786 37.497 18.061
S 1.024 39.263 16.007
F 6.332 34.465 17.119
F 4.624 33.856 18.338
F 5.245 35.968 18.223
O 7.698 33.661 19.274
O 10.497 34.577 20.590
O 0.739 40.452 15.262
O 5.907 29.714 20.498
O 11.046 36.988 17.688
O 6.979 35.582 20.109
O 0.511 33.789 18.715
O 9.333 37.415 19.446
O 11.101 34.323 14.935
O 0.198 38.934 17.134
O 3.386 37.924 22.868
N 2.847 32.496 21.198
N 5.290 27.037 21.232
C 6.151 30.270 21.786
C 10.318 32.063 14.870
C 5.666 34.690 18.263
C 2.750 39.136 16.491
C 2.691 36.983 22.066
C 7.507 32.346 18.756
C 8.498 36.908 17.008
C 7.428 37.965 17.097
C 12.776 34.940 21.244
C 11.860 34.621 20.110
C 4.593 29.204 20.319
C 8.150 39.348 17.055
C 9.591 39.200 17.534
C 3.203 27.160 20.016
C 1.200 37.182 22.257
C 4.614 27.725 20.102
C 0.215 35.117 18.346
C 2.967 37.614 16.484
C 1.016 37.821 14.913
C 8.847 34.049 14.248
C 1.114 33.731 19.975
C 8.891 31.749 18.602
C 10.233 33.428 14.228
C 6.595 34.455 19.526
C 0.896 31.241 20.463
C 3.064 37.190 20.609
C 12.240 33.319 19.411
C 1.844 32.394 20.094
C 2.354 37.109 15.179
H 11.993 33.962 14.913
H 2.892 35.925 22.287
H 9.956 32.088 15.894
H 7.081 30.840 21.767
H 1.924 34.478 20.087
H 0.970 37.187 23.325
H 2.592 27.596 19.225
H 8.137 39.739 16.040
H 8.135 33.235 14.102
H 3.273 26.085 19.847
H 3.249 39.703 15.704
H 10.535 33.415 13.174
H 8.893 36.912 15.986
H 9.652 31.361 14.351
H 6.216 29.472 22.526
H 0.540 30.752 19.554
H 13.244 33.394 18.993
H 0.014 31.639 20.967
H 6.977 32.304 17.799
H 5.717 26.200 20.840
H 0.385 33.906 20.775
H 3.271 33.423 21.149
H -0.326 35.093 17.406
H 1.048 38.132 13.876
H 2.349 36.664 19.971
H 5.129 27.513 19.157
H -0.345 35.637 19.130
H 5.910 33.923 20.237
H 4.101 29.698 19.466
H 5.351 30.988 21.990
H 4.036 37.447 16.599
H 11.878 35.416 19.360
H 4.096 38.300 22.340
H 6.120 27.598 21.423
H 6.899 37.902 18.052
H 0.609 36.391 21.792
H 2.325 36.019 15.132
H 2.307 32.247 19.113
H 9.376 31.877 19.573
H 3.000 38.247 20.348
H 2.861 39.574 17.479
H 6.700 37.926 16.292
H 11.322 31.653 14.766
H 3.050 37.382 14.378
H 9.928 39.824 18.359
H 12.447 35.840 21.769
H 10.006 33.875 20.153
H 12.247 32.495 20.129
H 2.435 37.220 17.352
H 2.724 27.295 20.986
H 8.217 35.870 17.179
H 0.842 38.122 21.831
H 1.152 35.675 18.195
H 1.346 30.519 21.139
H 9.513 32.229 17.853
H 8.634 34.369 15.276
H 10.333 39.284 16.741
H 8.789 30.694 18.353
H 3.596 31.851 20.959
H 7.603 40.063 17.667
H 12.848 34.110 21.943
H 3.935 29.520 21.143
H 8.808 34.885 13.561
H 6.915 31.670 19.385
H 11.543 33.109 18.597
H 4.045 36.753 20.396
H 13.740 35.207 20.806
H 0.136 37.253 15.195
*
```

The value obtained for the highest occupied orbital energy (alpha / beta) is -11.41 / -11.41 eV.



Entry 2:
ORCA calculation (ωB97M-V with the def2-TZVPD basis set) on a cluster of 7 separate species, C29H69FO16S in total.

The geometry in ORCA input format:
```
! RIJCOSX wB97M-V def2-TZVPD def2/J DEFGRID3
* xyz 0 1
S -0.236 -0.641 -0.669
F 3.549 2.446 -2.137
O -5.739 -0.802 -2.128
O -1.041 4.824 -1.930
O 0.546 -1.720 -1.495
O -8.000 3.332 -4.609
O 3.957 -6.814 5.625
O 6.918 0.298 2.197
O 0.416 -6.413 1.410
O -1.387 -1.466 -0.038
O -0.642 0.836 -1.486
O 5.567 -4.499 4.722
O 2.394 -4.394 0.529
O -5.652 1.217 0.036
O 7.900 -0.702 4.805
O -8.982 4.333 -7.217
O 0.843 0.017 0.525
O -3.156 6.895 -1.998
C -4.037 5.955 -1.396
C 2.944 -5.899 6.027
C 1.502 -7.244 1.801
C -4.537 -0.287 -1.543
C 4.031 2.011 -0.786
C 0.525 -5.090 1.950
C -6.396 0.161 -2.942
C 6.911 -1.077 2.596
C -6.967 0.816 0.406
C 4.380 -6.595 4.275
C -0.799 6.234 -1.976
C 8.231 0.775 1.933
C -1.550 4.324 -3.161
C 0.192 1.916 -0.860
C 5.712 -5.835 4.227
C -1.921 7.016 -1.282
C 7.672 0.596 5.341
C 2.478 -5.081 -0.715
C 1.041 -4.102 0.897
C -8.989 2.957 -6.818
C 2.784 1.877 0.314
C 4.852 0.566 -0.898
C -7.669 4.810 -7.481
C 6.754 -1.214 4.116
C -8.228 4.630 -4.073
C 6.043 -4.364 6.057
C 1.486 1.080 -0.294
C -9.146 2.821 -5.298
C -4.758 0.105 -0.076
H -0.661 6.574 -3.010
H -0.743 4.273 -3.899
H 3.491 -5.477 -0.818
H -9.220 1.757 -5.047
H 4.999 0.128 0.198
H 3.607 -6.068 3.702
H -5.119 -0.749 0.511
H -7.265 5.053 -3.777
H -2.039 6.694 -0.241
H 2.842 -5.960 7.113
H 5.837 -0.723 4.465
H 6.680 -2.277 4.367
H 3.194 -4.868 5.760
H -8.690 5.301 -4.803
H -2.365 4.940 -3.549
H 7.210 1.266 4.611
H 2.467 -6.746 1.671
H 5.693 -3.407 6.450
H 1.993 -6.179 5.568
H -3.793 -1.089 -1.581
H 6.033 -5.754 3.184
H -8.865 4.555 -3.186
H -7.321 4.417 -8.440
H 6.494 -6.373 4.777
H -4.477 6.389 -0.494
H 6.048 -1.546 2.114
H 2.517 2.926 0.790
H 7.035 0.520 6.228
H 1.917 0.590 -1.267
H 8.579 0.382 0.974
H 1.379 -7.542 2.845
H 1.488 -8.139 1.176
H -0.481 -4.783 2.251
H -8.086 2.443 -7.167
H 0.390 -4.089 0.014
H 0.138 6.414 -1.438
H -5.856 0.274 -3.886
H 3.224 1.212 1.198
H 1.773 -5.915 -0.771
H 1.162 -5.082 2.842
H 4.754 2.826 -0.329
H 1.039 -3.096 1.329
H 8.935 0.497 2.723
H -9.852 2.488 -7.300
H 5.942 0.709 -1.335
H 4.304 -0.181 -1.620
H -7.404 -0.204 -3.155
H 7.138 -4.364 6.058
H -7.707 5.899 -7.541
H -4.151 0.560 -2.122
H -7.321 -0.029 -0.191
H -7.640 1.660 0.243
H -1.931 3.315 -2.989
H -0.295 2.380 0.120
H -1.655 8.077 -1.279
H 0.359 2.643 -1.762
H 2.289 -4.381 -1.535
H -3.529 5.019 -1.146
H 7.814 -1.592 2.247
H -6.986 0.551 1.467
H -4.837 5.735 -2.106
H -6.965 4.531 -6.691
H 5.674 -5.162 6.707
H 8.193 1.865 1.873
H -3.800 0.422 0.350
H -10.063 3.311 -4.949
H -6.478 1.132 -2.444
H 4.525 -7.579 3.820
H 8.635 1.018 5.637
*
```

The value obtained for the highest occupied orbital energy is -8.94 eV. Its SMILES is C[C@@H](F)C[C@@H]1COS(=O)(=O)O1.COCCOC.COCCOC.COCCOC.COCCOC.COCCOC.COCCOC.



Entry 3:
ORCA calculation (ωB97M-V with the def2-TZVPD basis set) on a cluster of 5 separate species, C29H70N3O5 in total.

The geometry in ORCA input format:
```
! RIJCOSX wB97M-V def2-TZVPD def2/J DEFGRID3
* xyz 1 1
O -1.344 -5.970 -2.793
O 2.098 -2.610 -4.200
O 0.862 -2.434 3.538
O -6.249 -6.430 -0.067
O 5.636 10.157 0.653
N 2.621 7.286 -0.247
N 2.197 5.366 0.997
N 1.748 7.497 1.968
C -0.580 0.591 1.329
C 0.403 -4.143 5.253
C -0.099 -3.732 1.680
C -2.680 -6.266 -3.159
C 1.279 -3.300 -3.275
C -8.134 -5.444 1.175
C -1.317 -0.525 -0.862
C 0.918 3.882 2.525
C 5.024 10.387 1.906
C 1.129 -3.340 2.482
C 0.667 2.852 1.397
C 0.908 -1.137 -1.963
C -5.153 -4.281 -0.554
C -6.106 -5.378 -1.001
C 2.200 6.703 0.939
C -6.752 -6.072 1.207
C 1.295 -2.610 -1.918
C 5.626 11.246 -0.261
C -3.223 -7.545 -2.546
C 1.398 -1.890 -5.202
C -0.600 -0.909 -2.152
C -0.044 -2.884 4.532
C 0.582 1.394 1.904
C 6.335 12.487 0.248
C 2.210 4.655 2.315
C 3.548 10.734 1.807
C -0.372 -6.941 -3.145
C -0.276 -7.199 -4.639
C -0.781 0.752 -0.195
H 0.142 1.093 -0.661
H 1.519 0.891 1.672
H -6.043 -5.418 1.728
H -1.044 -3.019 4.104
H 1.378 -3.991 5.717
H -0.056 -6.274 -5.172
H 1.249 -0.670 -1.039
H 1.729 -4.284 -3.133
H -0.794 -0.195 -2.950
H 3.115 10.841 2.803
H 0.679 -3.165 -1.211
H -3.162 -7.500 -1.458
H -5.503 -3.777 0.348
H 6.328 13.262 -0.518
H 0.183 -4.388 0.856
H 0.497 1.378 2.990
H -1.513 0.819 1.841
H -8.146 -4.502 0.625
H -6.790 -7.002 1.773
H 0.582 -6.547 -2.790
H 3.021 9.937 1.276
H 0.266 -3.478 -3.640
H 2.211 8.208 -0.317
H -8.847 -6.117 0.697
H 2.966 5.023 0.421
H -5.714 -5.841 -1.907
H -0.230 3.121 0.849
H -0.378 -0.462 1.523
H 1.893 -0.929 -5.327
H 2.450 5.316 3.139
H 1.836 -2.825 1.831
H 7.370 12.256 0.503
H 3.370 11.664 1.269
H 0.517 -7.919 -4.845
H -3.269 -5.418 -2.806
H 0.078 4.566 2.629
H -1.204 -7.603 -5.045
H 3.629 7.343 -0.365
H 0.351 -1.742 -4.947
H 5.565 11.151 2.473
H 1.465 -0.666 -2.770
H 2.328 -2.667 -1.571
H 6.133 10.878 -1.152
H 5.142 9.453 2.460
H -2.378 -0.374 -1.056
H -8.476 -5.240 2.190
H -1.054 -1.844 -2.487
H -1.505 1.553 -0.339
H -4.167 -4.698 -0.339
H -2.672 -8.427 -2.873
H -2.782 -6.286 -4.250
H -5.052 -3.529 -1.337
H -0.547 -7.875 -2.601
H -4.267 -7.681 -2.829
H 1.482 -2.420 -6.151
H -0.840 -4.257 2.283
H 1.644 -4.231 2.859
H 0.484 -4.996 4.579
H 4.599 11.484 -0.561
H 3.007 3.916 2.254
H 1.505 2.888 0.703
H -0.119 -2.064 5.246
H -0.579 -2.841 1.270
H -0.315 -4.402 6.032
H 0.790 7.752 2.120
H -1.261 -1.367 -0.174
H -7.084 -4.958 -1.262
H 2.453 7.910 2.553
H 1.002 3.336 3.460
H 5.857 12.898 1.139
*
```

The value obtained for the highest occupied orbital energy is -10.79 eV. The calculation puts the energy above the lowest of the compared OMol25 structures with the same formula, charge and spin at 17.5 kcal per mole.



Entry 4:
ORCA calculation (ωB97M-V with the def2-TZVPD basis set) on a cluster of 3 separate species, C29H71BCl2N9O4P2S in total.

The geometry in ORCA input format:
```
! RIJCOSX wB97M-V def2-TZVPD def2/J DEFGRID3
* xyz 1 1
Cl 1.805 1.359 4.177
Cl 0.784 4.494 1.444
S -0.891 0.034 0.735
P -1.656 -4.252 6.599
P -2.150 2.750 -6.816
O -0.543 -4.350 5.635
O 1.442 -1.510 -2.689
O -1.716 3.154 -5.465
O 3.606 -0.902 -1.790
N -0.702 2.423 -7.685
N 2.511 -0.363 0.799
N -2.059 -5.864 7.016
N -3.008 1.312 -6.694
N -1.095 -3.477 7.979
N 5.938 0.631 0.036
N -3.212 -3.637 6.409
N -2.976 3.609 -7.996
N -0.874 2.183 -2.141
C 0.456 3.099 -7.106
C 1.195 -3.258 2.359
C 1.770 2.882 3.234
C -4.029 1.293 -5.647
C -3.998 4.491 -7.388
C -3.458 0.546 -7.848
C 1.911 2.181 0.615
C -4.294 -4.546 5.995
C -2.210 4.379 -8.992
C 4.101 0.851 -3.413
C 1.146 2.748 1.837
C -0.323 -2.262 7.734
C 4.220 -0.622 -3.064
C -3.208 -2.457 5.521
C -1.885 -3.336 9.193
C 1.548 -0.704 -0.304
C -1.831 -6.403 8.352
C 2.977 1.076 0.754
C -2.319 2.248 -1.875
C 1.012 1.751 -0.601
C 4.151 1.317 1.703
C -0.076 2.747 -1.041
C 2.114 -0.931 2.132
C 5.396 0.471 1.382
C 2.201 -2.433 2.044
C -1.629 -6.826 6.001
C 0.439 0.336 -0.494
C -0.338 1.082 -8.119
C 3.073 3.691 3.355
B 2.255 -1.030 -1.695
H -4.071 -5.103 5.080
H -2.539 -6.003 9.072
H 2.484 3.020 0.211
H 0.368 3.697 -1.344
H -2.231 -7.732 6.102
H 4.338 1.447 -2.529
H 4.424 2.368 1.576
H -2.019 -7.477 8.327
H -4.271 0.259 -5.391
H -1.222 -3.010 9.996
H 0.340 -2.404 6.883
H -1.786 -6.434 4.999
H -3.657 1.786 -4.751
H -2.862 1.619 -2.581
H 0.683 1.109 -8.505
H -3.781 -0.437 -7.499
H -2.689 -2.597 9.093
H -4.525 -5.248 6.788
H -2.447 -1.743 5.842
H 3.861 3.056 3.762
H -1.278 1.284 1.001
H 4.825 1.103 -4.187
H 1.228 3.195 -7.873
H -2.720 3.263 -1.967
H 3.829 -1.278 -3.843
H 1.721 1.719 -1.442
H 0.292 -2.037 8.607
H 6.164 0.758 2.104
H -5.182 -3.937 5.819
H 5.624 1.492 -0.398
H 2.814 -0.562 2.883
H 2.943 4.493 4.077
H -0.384 0.337 -7.315
H 3.399 4.094 2.398
H -2.324 -4.269 9.512
H -0.963 -1.390 7.541
H 3.454 1.117 -0.230
H 5.652 -0.124 -0.572
H 1.044 -4.163 1.779
H -4.174 -1.955 5.569
H 5.185 -0.586 1.578
H 3.359 -0.891 0.573
H 3.166 -2.848 1.742
H -4.614 3.928 -6.685
H -0.950 0.747 -8.950
H 0.550 -3.094 3.222
H -0.747 2.788 -2.946
H -4.301 1.017 -8.367
H -1.680 3.712 -9.664
H -2.927 4.948 -9.585
H 0.163 2.305 1.946
H -2.546 1.879 -0.876
H -3.551 5.332 -6.850
H -0.571 -7.093 6.093
H -1.497 5.080 -8.549
H -4.957 1.788 -5.959
H 3.092 1.107 -3.742
H 1.344 -0.965 -3.476
H 0.198 4.101 -6.768
H 3.884 1.152 2.747
H -4.655 4.882 -8.164
H -0.729 3.000 -0.204
H 0.876 2.558 -6.249
H -0.812 -6.240 8.719
H 5.273 -0.879 -2.944
H 1.120 -0.603 2.416
H -2.672 0.379 -8.568
H -3.005 -2.724 4.478
H 0.007 0.101 -1.464
H 1.024 3.468 3.765
H 1.039 -1.638 -0.042
*
```

The value obtained for the highest occupied orbital energy is -10.16 eV.